# 1
Below is a molecular structure, C30H38N3O4PbSSbSe4, with properties calculated with the ωB97M-V functional and the def2-TZVPD basis.

Summary:
E_HOMO: -7.1 eV
Gap between HOMO and LUMO: 6.12 eV
ΔE to the lowest compared entry with this formula, charge and spin: 14.3 kcal/mol
LUMO energy: -0.94 eV

Geometry (Å):
Pb1 -0.3284 0.3079 0.0623
Se1 -4.5807 4.6192 -4.4957
Sb1 -2.6890 3.2162 -4.7602
Se2 -0.2074 1.1920 -2.5521
Se3 -1.6287 3.0041 -2.2663
Se4 -0.6747 4.5913 -3.6924
C1 3.9181 -0.6161 -0.1045
C2 3.3567 -1.6144 0.8717
C3 3.8088 -2.9272 0.9197
C4 3.2346 -3.8466 1.7863
C5 2.1780 -3.4615 2.5978
C6 1.6992 -2.1544 2.5845
C7 0.5165 -1.7482 3.4279
C8 2.3238 -1.2363 1.7342
N1 1.8085 0.0772 1.6287
C9 2.0542 1.0053 2.4579
C10 2.9914 0.8606 3.6246
C11 1.3504 2.3300 2.2615
C12 1.6887 3.4575 3.1945
N2 0.4895 2.4215 1.3309
C13 -0.2208 3.6290 1.0526
C14 0.2786 4.4979 0.0832
C15 1.6117 4.2607 -0.5819
C16 -0.5041 5.5874 -0.2850
C17 -1.7464 5.7970 0.2877
C18 -2.2176 4.9219 1.2557
C19 -1.4673 3.8252 1.6552
C20 -1.9736 2.8676 2.7013
H1 4.7358 -1.0501 -0.6774
H2 4.2867 0.2789 0.4011
H3 3.1348 -0.2969 -0.7987
H4 4.6224 -3.2269 0.2683
H5 3.6047 -4.8640 1.8213
H6 1.7144 -4.1821 3.2625
H7 0.1420 -2.5986 3.9948
H8 -0.3026 -1.3713 2.8090
H9 0.7774 -0.9582 4.1369
H10 3.4822 -0.1088 3.5947
H11 2.4512 0.9527 4.5702
H12 3.7479 1.6471 3.6036
H13 1.6178 3.1356 4.2348
H14 1.0138 4.2940 3.0334
H15 2.7133 3.7974 3.0234
H16 1.8769 3.2036 -0.5889
H17 2.4067 4.8108 -0.0692
H18 1.5783 4.6091 -1.6138
H19 -0.1413 6.2517 -1.0609
H20 -2.3574 6.6299 -0.0356
H21 -3.1929 5.0800 1.7007
H22 -2.9557 3.1762 3.0538
H23 -1.2964 2.8196 3.5592
H24 -2.0718 1.8584 2.2969
C21 -3.0892 -3.0348 -5.0762
C22 -3.2387 -2.3446 -3.7447
C23 -2.8733 -2.9743 -2.5613
C24 -2.9706 -2.3127 -1.3428
C25 -3.4522 -1.0145 -1.3099
C26 -3.8732 -0.3870 -2.4774
C27 -3.7587 -1.0504 -3.6836
S1 -3.3899 -0.0756 0.1959
O1 -2.7070 1.1811 -0.2209
O2 -4.7136 0.1203 0.7095
O3 -2.4733 -0.8233 1.0791
H25 -2.5632 -3.9839 -4.9748
H26 -2.5328 -2.4042 -5.7720
H27 -4.0686 -3.2298 -5.5186
H28 -2.5016 -3.9938 -2.5917
H29 -2.6771 -2.7840 -0.4133
H30 -4.2817 0.6163 -2.4209
H31 -4.0639 -0.5589 -4.6009
C28 0.7319 -5.3671 -0.7739
N3 0.9862 -4.0344 -1.3119
C29 1.8060 -3.8381 -2.5016
C30 0.4685 -2.9606 -0.7193
O4 0.6422 -1.8110 -1.1221
H32 1.4274 -6.0709 -1.2211
H33 -0.2842 -5.7007 -0.9915
H34 0.8857 -5.3748 0.3048
H35 2.1337 -4.8045 -2.8734
H36 2.6761 -3.2259 -2.2615
H37 1.2353 -3.3249 -3.2755
H38 -0.1382 -3.1860 0.1708

Forces on atoms 1 to 3 (eV/Å):
-0.43 -0.24 -0.13
0.27 -0.29 -0.06
-0.25 0.40 -0.04



# 2
Below is a molecular structure, C30H38NO6PPtSe in a non-equilibrium geometry, with properties calculated with the ωB97M-V functional and the def2-TZVPD basis.

Summary:
E_HOMO (alpha / beta): -1.6 / -1.9 eV
Gap between HOMO and LUMO (alpha / beta): 5.76 / 6.04 eV
ΔE to the lowest compared entry with this formula, charge and spin: 20.4 kcal/mol
LUMO energy (alpha / beta): 4.18 / 4.18 eV
Net charge: -2
Spin multiplicity: 3

Geometry (Å):
Pt1 -0.2797 0.9284 0.8953
C1 4.6315 1.3581 1.3630
C2 3.9583 1.7225 0.0412
O1 4.2037 1.1539 -1.0142
C3 2.9849 2.8826 0.0955
C4 3.3829 3.9906 0.8001
C5 2.6191 5.1663 0.8772
C6 1.4456 5.2016 0.1324
C7 0.9523 4.0684 -0.4905
C8 1.6541 2.8483 -0.4217
O2 1.1401 1.7178 -0.8053
H1 4.1207 1.8058 2.2473
H2 5.7047 1.5964 1.3456
H3 4.5703 0.2858 1.4430
H4 4.3266 3.9843 1.3078
H5 3.0000 6.0110 1.4449
H6 0.8432 6.1252 0.1585
H7 -0.0254 4.0660 -1.0254
C9 -5.0156 0.5552 0.7897
C10 -3.5864 0.6781 1.2740
C11 -3.2250 -0.2541 2.4478
P1 -2.2607 0.6326 -0.0206
C12 -2.8415 1.8065 -1.3310
C13 -3.0590 3.1546 -0.6169
C14 -1.7514 1.9258 -2.4409
C15 -2.2452 -0.9731 -0.8154
C16 -3.2618 -1.4512 -1.6244
C17 -3.1859 -2.7194 -2.1820
C18 -4.3728 -3.3350 -2.9109
C19 -2.0498 -3.4662 -1.8553
C20 -1.0223 -3.0340 -1.0927
C21 -1.0225 -1.7303 -0.5974
N1 0.0217 -1.1237 0.0385
C22 1.2353 -1.8127 -0.0114
C23 1.6996 -2.5462 1.0589
C24 0.8880 -2.7826 2.2643
C25 2.9673 -3.1281 1.0027
C26 3.7731 -3.1208 -0.1347
C27 5.1960 -3.6113 -0.0994
C28 3.1837 -2.5080 -1.2620
C29 1.9802 -1.8621 -1.2067
C30 1.4342 -1.1041 -2.4238
H8 -5.6916 0.8365 1.6367
H9 -5.2591 -0.4562 0.3769
H10 -5.2485 1.2080 -0.0214
H11 -3.4392 1.6742 1.6651
H12 -2.9576 -1.2627 2.0575
H13 -4.1017 -0.3748 3.0759
H14 -2.4325 0.1587 3.0380
H15 -3.7556 1.3652 -1.7526
H16 -2.1253 3.5637 -0.1822
H17 -3.7518 3.0789 0.2260
H18 -3.3902 3.9424 -1.3277
H19 -0.7607 1.9991 -1.9678
H20 -1.9925 2.8017 -3.0153
H21 -1.7257 1.0652 -3.0753
H22 -4.1793 -0.8453 -1.7584
H23 -5.0005 -2.5522 -3.2887
H24 -5.0442 -3.9004 -2.2853
H25 -4.0592 -3.9975 -3.7368
H26 -1.9853 -4.4607 -2.3378
H27 -0.1643 -3.6566 -0.9456
H28 0.2379 -1.9628 2.5661
H29 1.5322 -2.9455 3.1402
H30 0.2184 -3.6371 2.1308
H31 3.3452 -3.7189 1.8524
H32 5.2932 -4.6911 -0.0246
H33 5.7000 -3.1514 0.7565
H34 5.6682 -3.2921 -1.0468
H35 3.7265 -2.4785 -2.2184
H36 2.2631 -0.8929 -3.1295
H37 1.1561 -0.0935 -2.0455
H38 0.4693 -1.4753 -2.8119
O3 -0.6239 0.5990 3.3905
Se1 0.9718 1.0229 3.6210
O4 1.8088 -0.3359 3.9269
O5 1.3910 1.6236 2.1099
O6 1.1949 2.1395 4.7559

Forces on atoms 1 to 3 (eV/Å):
1.37 -0.08 0.09
-0.20 0.31 0.23
-0.71 0.38 -0.62



# 3
Below is a molecular structure, C30H39AuBrFN2Si in a non-equilibrium geometry, with properties calculated with the ωB97M-V functional and the def2-TZVPD basis.

Summary:
E_HOMO: -8.5 eV
Gap between HOMO and LUMO: 7.62 eV
ΔE to the lowest compared entry with this formula, charge and spin: 0.0 kcal/mol
LUMO energy: -0.88 eV

Geometry (Å):
Au1 -0.2041 -0.7815 0.0541
N1 7.1995 -1.6056 -0.4363
C1 6.0541 -1.5638 -0.3530
C2 4.6161 -1.5028 -0.2467
C3 4.0136 -1.4145 1.0046
C4 2.6372 -1.2832 1.0938
C5 1.8208 -1.2446 -0.0442
C6 2.4555 -1.3960 -1.2849
C7 3.8304 -1.5246 -1.3950
H1 4.6275 -1.4330 1.8958
H2 2.1883 -1.2349 2.0793
H3 1.8621 -1.4354 -2.1920
H4 4.3019 -1.6209 -2.3644
F1 -6.3921 -1.7815 0.0289
C8 -5.0480 -1.6499 0.0638
C9 -4.4238 -1.4598 1.2771
C10 -3.0461 -1.2784 1.2862
C11 -2.2638 -1.2817 0.1202
C12 -2.9633 -1.5334 -1.0701
C13 -4.3390 -1.7201 -1.1162
H5 -5.0109 -1.4297 2.1856
H6 -2.5734 -1.1518 2.2525
H7 -2.4211 -1.6133 -2.0051
H8 -4.8605 -1.9066 -2.0459
C14 -1.7533 1.2472 -2.2457
C15 -0.5866 2.1102 -1.7550
C16 0.5526 1.8880 -2.7647
C17 -1.0204 3.5874 -1.8187
Si1 -0.0132 1.6675 0.0243
C18 1.7587 2.3680 0.4035
C19 2.1165 2.1262 1.8796
C20 1.7890 3.8843 0.1200
C21 2.9145 1.7772 -0.4174
C22 -1.2595 2.1782 1.4066
C23 -1.0743 1.2992 2.6584
C24 -1.0898 3.6492 1.8286
C25 -2.7150 2.0328 0.9345
H9 -2.0640 1.6158 -3.2298
H10 -2.6230 1.2574 -1.5926
H11 -1.4431 0.2112 -2.3635
H12 0.1393 1.9402 -3.7769
H13 1.0234 0.9087 -2.6487
H14 1.3267 2.6514 -2.6907
H15 -1.2681 3.8308 -2.8574
H16 -0.2416 4.2760 -1.4990
H17 -1.9077 3.7861 -1.2190
H18 1.4914 2.6927 2.5661
H19 3.1515 2.4430 2.0453
H20 2.0507 1.0715 2.1463
H21 0.9983 4.4494 0.6060
H22 1.7436 4.0904 -0.9490
H23 2.7447 4.2755 0.4838
H24 3.0572 0.7256 -0.2202
H25 3.8338 2.2953 -0.1220
H26 2.7987 1.9101 -1.4895
H27 -0.1393 1.5041 3.1768
H28 -1.0938 0.2373 2.4208
H29 -1.8926 1.4998 3.3583
H30 -0.1394 3.8442 2.3197
H31 -1.8810 3.8887 2.5465
H32 -1.1885 4.3410 0.9906
H33 -2.9660 1.0145 0.6643
H34 -2.9425 2.6769 0.0861
H35 -3.3759 2.3327 1.7551
Br1 2.6725 -6.8145 -0.4531
C26 1.0255 -5.9484 -0.1470
C27 -0.1415 -6.6773 -0.0111
C28 -1.3201 -5.9806 0.2016
C29 -1.2772 -4.5969 0.2683
N2 -0.1478 -3.9044 0.1414
C30 0.9869 -4.5653 -0.0623
H36 -0.1269 -7.7571 -0.0680
H37 -2.2596 -6.5045 0.3117
H38 -2.1768 -4.0128 0.4285
H39 1.8924 -3.9770 -0.1594

Forces on atoms 1 to 3 (eV/Å):
-0.08 -1.92 0.15
0.01 0.00 0.00
-0.18 -0.02 0.02



# 4
Below is a molecular structure, C30H39BrN4O3Y in a non-equilibrium geometry, with properties calculated with the ωB97M-V functional and the def2-TZVPD basis.

Summary:
E_HOMO: -4.2 eV
Gap between HOMO and LUMO: 6.92 eV
ΔE to the lowest compared entry with this formula, charge and spin: 47.2 kcal/mol
LUMO energy: 2.69 eV
Net charge: -1

Geometry (Å):
Y1 -0.0247 1.1520 0.0094
C1 -3.1603 2.2128 1.2341
N1 -2.1881 1.5876 2.1430
C2 -2.0082 2.4619 3.3038
C3 -0.7019 2.3500 4.0900
C4 0.5654 2.7427 3.3248
N2 1.1222 1.6643 2.5245
C5 2.2825 1.2734 2.8633
C6 3.1246 0.2339 2.2652
C7 3.7037 -0.6331 3.2143
C8 4.5080 -1.6926 2.8800
C9 4.8159 -1.8979 1.5298
C10 4.3206 -1.0445 0.5819
C11 3.4725 0.0426 0.9027
O1 3.1756 0.7959 -0.1327
C12 -2.7761 0.2916 2.5058
C13 -1.9791 -0.6273 3.4300
C14 -0.5740 -0.9678 2.9154
N3 -0.6304 -1.1051 1.4754
C15 -0.9071 -2.2716 1.0356
C16 -1.3685 -2.5717 -0.2982
C17 -1.3768 -3.9022 -0.7499
C18 -1.9008 -4.2443 -1.9722
C19 -2.4651 -3.2333 -2.7709
C20 -2.5146 -1.9330 -2.3444
C21 -1.9695 -1.5220 -1.0866
O2 -2.0615 -0.3224 -0.6820
H1 -4.1441 2.3234 1.7209
H2 -3.2839 1.5810 0.3521
H3 -2.8118 3.1914 0.9200
H4 -2.8466 2.3163 4.0074
H5 -2.0648 3.4907 2.9427
H6 -0.5721 1.3603 4.5293
H7 -0.7996 3.0512 4.9241
H8 1.3103 3.0914 4.0546
H9 0.3359 3.5743 2.6541
H10 2.7185 1.6942 3.7815
H11 3.4711 -0.4538 4.2597
H12 4.9076 -2.3468 3.6442
H13 5.4620 -2.7165 1.2361
H14 4.5752 -1.1539 -0.4636
H15 -2.9440 -0.2384 1.5683
H16 -3.7609 0.4614 2.9770
H17 -2.5629 -1.5505 3.4966
H18 -1.9133 -0.2181 4.4417
H19 -0.2263 -1.8871 3.4093
H20 0.1118 -0.1661 3.1547
H21 -0.8893 -3.1258 1.7312
H22 -0.9355 -4.6644 -0.1135
H23 -1.8812 -5.2722 -2.3117
H24 -2.8690 -3.4973 -3.7421
H25 -2.9613 -1.1574 -2.9556
C22 -0.6920 1.4561 -6.5260
C23 -0.6291 1.4574 -5.0217
C24 -1.6744 1.9585 -4.2464
C25 -1.5804 1.9318 -2.8694
C26 -0.4476 1.3961 -2.2205
Br1 -0.4241 4.0419 0.1254
N4 0.5519 0.9242 -2.9970
C27 0.4615 0.9639 -4.3275
H26 -1.0857 2.4062 -6.8918
H27 -1.3478 0.6606 -6.8901
H28 0.2971 1.2977 -6.9579
H29 -2.5530 2.3740 -4.7350
H30 -2.3953 2.3387 -2.2797
H31 1.3257 0.5790 -4.8717
C28 2.2731 1.9390 -0.0638
H32 2.6261 2.6163 0.7212
H33 2.4380 2.4492 -1.0172
C29 1.4804 -2.2990 -3.1572
C30 2.1769 -1.6365 -1.9826
O3 1.2650 -1.1465 -1.0119
H34 2.2231 -2.6845 -3.8590
H35 0.8415 -1.5804 -3.6717
H36 0.8616 -3.1311 -2.8170
H37 2.7476 -0.7714 -2.3225
H38 2.8637 -2.3476 -1.5068
H39 0.4863 -1.7204 -1.0131

Forces on atoms 1 to 3 (eV/Å):
-0.56 -0.60 1.59
-0.13 0.00 -0.10
0.01 -0.18 -0.18



# 5
Below is a molecular structure, C30H39Ge2IrN6SSe3Te in a non-equilibrium geometry, with properties calculated with the ωB97M-V functional and the def2-TZVPD basis.

Summary:
E_HOMO (alpha / beta): -12.4 / -12.6 eV
Gap between HOMO and LUMO (alpha / beta): 7.33 / 6.15 eV
LUMO energy (alpha / beta): -5.10 / -6.41 eV
Net charge: +2
Spin multiplicity: 5

Geometry (Å):
Ir1 -0.6392 -0.5498 1.2062
Se1 0.3415 -1.8695 -0.6278
Se2 0.5105 -5.8953 0.2181
Te1 2.5408 -5.0017 -0.6616
Se3 2.4082 -2.5421 0.0921
N1 -4.3870 -2.2935 0.1999
C1 -3.8287 -3.3036 1.0073
C2 -2.6635 -2.7901 1.4543
N2 -2.5582 -1.4878 0.9753
C3 -3.6136 -1.2183 0.2033
H1 -5.2354 -2.4239 -0.3359
H2 -4.2480 -4.2740 1.1069
H3 -1.8485 -3.2575 1.9818
H4 -3.7391 -0.2868 -0.2925
N3 1.1505 -2.4870 7.9189
C4 1.9340 -2.4597 6.7927
S1 3.5383 -2.7027 6.8286
C5 1.2550 -2.0181 5.5776
C6 0.4699 -0.8720 5.4712
C7 0.0659 -0.4008 4.2296
N4 0.2449 -1.1579 3.1046
C8 0.8846 -2.2840 3.2279
C9 1.4767 -2.7477 4.4138
H5 1.5265 -2.6113 8.8322
H6 0.1399 -2.3177 7.9230
H7 0.2764 -0.2837 6.3721
H8 -0.4911 0.4948 4.1005
H9 0.9220 -2.9092 2.3338
H10 2.1295 -3.5868 4.4110
C10 -0.7245 -4.0851 -3.4604
Ge1 -1.1087 -2.2820 -4.0860
C11 -1.4096 -1.8829 -6.0226
C12 -2.7721 -1.6351 -3.0765
Ge2 0.5924 -0.7865 -3.0371
C13 2.5075 -0.9780 -3.0351
C14 3.0310 -2.1609 -3.5995
C15 4.4066 -2.4708 -3.5049
C16 5.2036 -1.6989 -2.7348
C17 4.7517 -0.4427 -2.1864
C18 3.3864 -0.1486 -2.2521
C19 0.0931 1.0527 -2.8703
C20 -0.9213 1.2039 -3.8319
C21 -1.4286 2.4824 -4.0281
C22 -0.9978 3.5515 -3.2775
C23 0.1083 3.3888 -2.4823
C24 0.6257 2.1620 -2.2294
H11 -1.5626 -4.6957 -3.8034
H12 -0.7387 -4.2212 -2.3300
H13 0.1029 -4.4969 -3.9651
H14 -2.2300 -2.5947 -6.2889
H15 -0.5318 -2.2507 -6.5976
H16 -1.6331 -0.8915 -6.3536
H17 -2.5702 -0.6374 -2.6971
H18 -3.0161 -2.3483 -2.3245
H19 -3.6244 -1.5951 -3.7830
H20 2.4916 -2.9134 -4.0907
H21 4.8392 -3.3707 -3.8766
H22 6.2420 -1.9176 -2.4516
H23 5.3770 0.1314 -1.4700
H24 2.9933 0.7685 -1.7732
H25 -1.3686 0.3100 -4.3683
H26 -2.2095 2.5881 -4.7624
H27 -1.4118 4.5272 -3.3961
H28 0.5220 4.3060 -1.9754
H29 1.3780 2.0291 -1.4291
N5 -0.6060 1.5119 0.9754
C25 -0.6833 2.6649 1.0497
N6 -0.4287 3.8822 1.2314
C26 -1.5602 4.8335 1.1311
C27 -1.6707 5.5975 2.4402
C28 -0.2638 6.2350 2.7857
C29 0.8004 5.1698 2.8616
C30 0.8756 4.3994 1.5675
H30 -2.4391 4.2433 0.8782
H31 -1.4090 5.3894 0.2303
H32 -1.8763 4.9094 3.2487
H33 -2.4675 6.3659 2.2864
H34 -0.3655 6.7586 3.7316
H35 0.0200 6.8767 2.0232
H36 0.5387 4.4839 3.7103
H37 1.7926 5.5768 2.9307
H38 1.6497 3.6090 1.5833
H39 1.1375 5.0334 0.7214

Forces on atoms 1 to 3 (eV/Å):
0.02 0.29 -0.13
-0.49 -0.22 -0.59
0.13 0.06 -0.04



# 6
Below is a molecular structure, C30H39I2IrN8O2S2, with properties calculated with the ωB97M-V functional and the def2-TZVPD basis.

Summary:
E_HOMO (alpha / beta): -15.1 / -15.1 eV
Gap between HOMO and LUMO (alpha / beta): 5.59 / 4.26 eV
ΔE to the lowest compared entry with this formula, charge and spin: 9.2 kcal/mol
LUMO energy (alpha / beta): -9.47 / -10.80 eV
Net charge: +3
Spin multiplicity: 2

Geometry (Å):
Ir1 0.1280 -0.5679 0.3885
O1 0.7046 2.2685 -2.9798
C1 2.0016 2.5835 -2.7123
C2 2.6023 3.5148 -3.5500
C3 3.9219 3.8672 -3.3613
C4 4.6702 3.3076 -2.3240
C5 4.0824 2.3992 -1.4804
C6 2.7376 2.0187 -1.6532
C7 2.1472 1.0558 -0.7237
O2 0.8843 0.6712 -0.9219
N1 2.8295 0.5872 0.2685
N2 2.0441 -0.1776 1.1274
C8 2.7483 -0.7912 2.0525
S1 4.4539 -0.8894 1.9406
C9 4.6834 -1.6748 3.5683
C10 3.4495 -2.4930 3.8935
S2 2.0162 -1.4523 3.4798
H1 0.4039 1.6343 -2.3158
H2 2.0107 3.9422 -4.3485
H3 4.3815 4.5862 -4.0264
H4 5.7056 3.5860 -2.1886
H5 4.6430 1.9573 -0.6685
H6 4.8528 -0.8838 4.2972
H7 5.5708 -2.3030 3.5106
H8 3.3915 -2.7329 4.9544
H9 3.3902 -3.4113 3.3121
C11 0.5553 2.6684 1.6037
N3 -0.2609 1.8508 2.5083
C12 0.1936 1.8325 3.8989
C13 -1.3627 1.2288 2.1018
N4 -1.4028 0.6686 0.8214
C14 -2.5519 0.8231 0.0955
C15 -3.3107 2.0088 0.2857
C16 -4.5865 2.1380 -0.2092
C17 -5.1818 1.0599 -0.8665
C18 -4.4326 -0.0926 -1.1628
C19 -5.0387 -1.1640 -1.8390
C20 -4.2819 -2.2611 -2.2356
C21 -2.9142 -2.2392 -2.0512
C22 -2.2784 -1.1905 -1.3595
N5 -0.8906 -1.1672 -1.2795
C23 -0.1758 -1.4004 -2.4177
N6 -0.6453 -0.9927 -3.5983
C24 -0.3708 -1.7122 -4.8460
C25 -1.5373 0.1572 -3.7511
N7 1.0024 -2.0544 -2.3919
C26 2.1552 -1.5461 -3.1603
C27 1.3682 -2.8622 -1.2411
C28 -3.0515 -0.1672 -0.7967
N8 -2.3989 1.0874 2.9238
C29 -2.7458 2.1043 3.9263
C30 -3.4082 0.0384 2.7876
H10 0.4076 3.7220 1.8457
H11 0.2655 2.4984 0.5725
H12 1.6080 2.4270 1.7353
H13 1.2438 1.5387 3.8993
H14 -0.3704 1.1046 4.4753
H15 0.1177 2.8146 4.3651
H16 -2.8706 2.8185 0.8550
H17 -5.1317 3.0614 -0.0669
H18 -6.2158 1.1117 -1.1836
H19 -6.0987 -1.1143 -2.0539
H20 -4.7523 -3.1109 -2.7120
H21 -2.3011 -3.0430 -2.4406
H22 0.1182 -2.6594 -4.6408
H23 0.2445 -1.1156 -5.5197
H24 -1.3223 -1.9021 -5.3445
H25 -1.4614 0.8170 -2.8917
H26 -2.5754 -0.1516 -3.8906
H27 -1.2237 0.7081 -4.6364
H28 1.8384 -1.0364 -4.0615
H29 2.7970 -2.3799 -3.4345
H30 2.7264 -0.8439 -2.5486
H31 0.6210 -3.6299 -1.0457
H32 1.4972 -2.2654 -0.3192
H33 2.3258 -3.3366 -1.4371
H34 -2.0818 2.9589 3.8606
H35 -2.7160 1.6868 4.9318
H36 -3.7639 2.4398 3.7229
H37 -3.0603 -0.7581 2.1391
H38 -4.3381 0.4462 2.3870
H39 -3.6097 -0.3727 3.7763
I1 -0.6116 -2.5296 2.1262
I2 -2.9117 -3.6077 1.2735

Forces on atoms 1 to 3 (eV/Å):
0.64 -0.43 -0.36
0.06 0.07 -0.09
-0.01 -0.06 0.07



Going through the records in order, we get E values of -12068.3350; -4534.2093; -4375.0801; -4223.7596; -13623.2034; -3250.3089 hartree.